# 1
# C19H29BF5O18P

6 unconnected molecules or ions with the total composition C19H29BF5O18P at a distorted geometry (ωB97M-V with the def2-TZVPD basis set, OMol25).

Geometry as XYZ:
```
73
Properties=species:S:1:pos:R:3:mulliken_charge:R:1
C 0.37 -3.20 -0.09 -1.2737
C -0.14 -2.15 -1.07 0.4757
O -0.24 -2.71 -2.36 -0.6015
P 0.77 -1.87 -3.50 0.3887
B 1.91 -0.85 -4.78 0.7841
O 3.26 -1.14 -4.87 -0.5354
O 1.31 0.12 -5.54 -0.4298
C 1.73 1.44 -5.32 -0.3472
C 1.76 1.87 -3.88 -0.9841
H 1.01 -2.73 0.64 0.3156
H 0.94 -3.91 -0.64 0.3457
H -0.45 -3.68 0.39 0.3049
H -1.08 -1.74 -0.76 0.3438
H 0.59 -1.34 -1.05 -0.2845
H 0.06 -0.68 -3.22 -0.1075
H 1.92 -2.30 -2.79 -0.0198
H 0.26 -2.68 -4.54 -0.1347
H 3.79 -0.64 -4.26 0.3040
H 1.02 2.07 -5.82 0.3255
H 2.68 1.65 -5.79 0.3015
H 2.62 1.53 -3.34 0.2118
H 0.85 1.62 -3.39 0.2697
H 1.81 2.94 -3.89 0.4474
C 2.80 1.56 2.04 -0.1587
C 3.95 1.83 1.10 0.3569
O 3.48 1.26 -0.12 -0.2975
C 2.12 1.34 -0.10 0.5601
O 1.44 1.20 -1.05 -0.4379
O 1.67 1.61 1.14 -0.3451
F 5.08 1.19 1.49 -0.2902
H 2.86 0.58 2.50 0.2455
H 2.70 2.31 2.82 -0.0563
H 4.18 2.88 0.95 0.3238
C -4.09 -0.20 -4.20 -0.3752
C -3.19 -1.13 -4.97 0.2408
O -3.53 -2.40 -4.42 -0.3041
C -4.81 -2.32 -4.01 0.6049
O -5.49 -3.25 -3.74 -0.5006
O -5.23 -1.04 -3.94 -0.3125
F -1.88 -0.87 -4.74 -0.2064
H -3.64 0.11 -3.26 0.2797
H -4.38 0.68 -4.77 0.2930
H -3.36 -1.15 -6.05 0.2146
C -8.69 -3.23 -3.24 -0.1206
C -8.94 -4.57 -2.59 0.3337
O -10.36 -4.64 -2.58 -0.3313
C -10.82 -3.90 -3.63 0.6479
O -11.91 -3.94 -4.06 -0.4934
O -9.83 -3.10 -4.11 -0.3335
F -8.48 -4.62 -1.32 -0.2784
H -8.71 -2.42 -2.51 0.2393
H -7.76 -3.19 -3.79 0.0630
H -8.55 -5.42 -3.15 0.2936
C 3.44 5.73 5.78 -0.4411
C 4.70 5.76 4.95 0.3300
O 5.08 4.39 4.93 -0.3034
C 3.95 3.66 5.06 0.8209
O 3.87 2.50 4.83 -0.6310
O 2.92 4.43 5.47 -0.3220
F 5.67 6.49 5.54 -0.2828
H 3.65 5.80 6.85 0.2931
H 2.72 6.51 5.51 0.2720
H 4.56 6.11 3.93 0.2905
C 3.38 0.74 7.34 -0.0590
C 4.26 0.72 8.57 0.3247
O 3.69 -0.31 9.35 -0.3199
C 3.10 -1.20 8.48 0.5947
O 2.76 -2.28 8.76 -0.4827
O 2.99 -0.64 7.25 -0.3425
F 4.19 1.89 9.26 -0.2870
H 2.50 1.36 7.49 0.2176
H 3.90 1.06 6.46 0.0572
H 5.31 0.49 8.38 0.3154
```

Summary:
- LUMO level: -0.00803 Ha
- Maximum force: 0.0202 Eh/bohr
- Highest occupied orbital energy: -0.2970 Ha

# 2
# C19H29Cl2IrNO2

A molecular structure, C19H29Cl2IrNO2 at a distorted geometry (ωB97M-V with the def2-TZVPD basis set, OMol25).

Geometry as XYZ:
```
54
Properties=species:S:1:pos:R:3:mulliken_charge:R:1
C 0.49 -1.39 -2.02 2.8908
C 1.30 -0.33 -2.68 -0.9882
C 0.49 0.80 -2.84 1.3930
C 2.75 -0.44 -2.97 -1.3805
C -0.86 0.48 -2.49 0.3662
C -0.89 -0.86 -2.02 0.1276
C -2.08 -1.74 -2.03 -2.1724
C 0.77 -2.84 -2.19 -1.9898
C 0.98 2.12 -3.34 -1.9482
C -2.03 1.34 -2.71 -2.1555
Ir 0.42 -0.67 -0.07 1.3911
Cl 2.51 0.42 -0.11 -0.5675
Cl 2.07 -2.26 0.78 -0.5626
O -1.49 0.13 0.54 -0.7891
H 3.08 -1.49 -2.99 0.3524
H 3.32 0.06 -2.16 0.2026
H 3.00 0.11 -3.89 0.4117
H 1.96 2.38 -2.90 0.3548
H 0.26 2.91 -3.09 0.4244
H 1.08 2.11 -4.43 0.3834
H -1.83 2.38 -2.42 0.3949
H -2.87 0.97 -2.13 0.3918
H -2.33 1.35 -3.76 0.3420
H -2.94 -1.17 -1.69 0.4585
H -1.91 -2.59 -1.38 0.3792
H -2.28 -2.10 -3.05 0.2999
H 1.83 -3.05 -2.05 0.4802
H 0.46 -3.15 -3.19 0.2589
H 0.19 -3.37 -1.42 0.3857
H -1.63 0.99 0.09 0.0572
O -0.68 -2.28 0.62 -0.8650
H -1.53 -1.78 0.67 0.2231
C -1.85 0.31 3.55 -1.0772
N -0.98 -0.80 3.31 0.8245
C -1.46 -2.12 3.61 -1.0924
C 0.42 -0.61 3.22 -1.2281
C 0.76 0.71 2.58 0.1224
C 1.31 1.72 3.36 -0.5795
C 1.58 2.98 2.84 -0.8178
C 1.30 3.25 1.50 -0.2737
C 0.70 2.28 0.71 0.1866
C 0.50 0.99 1.26 0.2909
H -2.89 -0.06 3.51 0.3096
H -1.73 1.10 2.79 0.2673
H -1.68 0.75 4.55 0.2817
H -1.11 -2.81 2.83 0.2906
H -1.10 -2.47 4.59 0.2703
H -2.56 -2.10 3.63 0.2615
H 0.88 -0.64 4.23 0.3273
H 0.84 -1.46 2.65 0.1670
H 1.47 1.51 4.42 0.2716
H 1.98 3.76 3.49 0.2431
H 1.51 4.22 1.04 0.3427
H 0.52 2.46 -0.35 0.0607
```

Summary:
- Multiplicity: 6
- LUMO level (spin up / spin down): 0.18337 / 0.18201 Ha
- ⟨S²⟩: 8.79
- Total charge: -2
- Maximum force: 0.0696 Eh/bohr
- Highest occupied orbital energy (spin up / spin down): 0.0546 / -0.0293 Ha
- ΔE to the lowest compared entry with this formula, charge and spin: 6.56 kJ/mol

# 3
# C19H29ClN2O2

C19H29ClN2O2 in the gas phase (ωB97M-V with the def2-TZVPD basis set, OMol25).

Geometry as XYZ:
```
53
Properties=species:S:1:pos:R:3:mulliken_charge:R:1
C -5.88 -4.85 -1.92 -1.3236
C -5.75 -3.34 -1.90 -0.3517
C -4.47 -2.88 -1.21 -0.4899
C -4.34 -1.36 -1.22 -0.9369
N -3.30 -0.88 -0.33 0.2074
C -3.49 0.50 0.05 -0.8414
C -2.49 0.90 1.13 -0.8509
C -1.06 0.74 0.61 0.4428
C -0.90 -0.70 0.15 -0.6746
C -1.96 -1.06 -0.88 -0.8557
H -1.85 -2.11 -1.17 0.4117
H -1.83 -0.44 -1.79 0.3449
H 0.09 -0.86 -0.28 0.2477
H -1.00 -1.36 1.01 0.3028
C -0.05 1.14 1.70 -1.1532
C 1.32 1.56 1.16 -0.7923
C 2.35 0.45 1.16 0.7425
O 2.06 -0.70 1.38 -0.6385
C 3.77 0.83 0.93 0.0870
C 4.71 -0.15 1.25 -0.9173
C 6.06 0.08 1.14 0.2962
C 6.55 1.32 0.70 0.2660
C 5.61 2.29 0.36 -0.5586
C 4.24 2.08 0.46 0.4930
O 3.33 3.02 0.11 -0.3448
C 3.77 4.25 -0.41 -1.0150
H 4.36 4.13 -1.32 0.3689
H 2.86 4.81 -0.64 0.2523
H 4.36 4.81 0.33 0.3629
H 5.99 3.24 0.01 0.3410
N 7.88 1.54 0.55 -0.4802
H 8.21 2.48 0.47 0.2139
H 8.50 0.87 0.98 0.1750
Cl 7.19 -1.17 1.58 -0.2683
H 4.34 -1.10 1.60 0.5859
H 1.24 1.94 0.14 0.3843
H 1.72 2.37 1.76 0.4872
H 0.08 0.30 2.38 0.4446
H -0.47 1.97 2.26 0.4315
H -0.93 1.41 -0.25 0.1334
H -2.68 1.94 1.43 0.4104
H -2.64 0.26 2.00 0.2757
H -4.51 0.62 0.43 0.4641
H -3.38 1.18 -0.82 0.3581
H -4.18 -1.01 -2.26 0.2443
H -5.29 -0.94 -0.87 0.4005
H -3.61 -3.34 -1.70 0.3040
H -4.47 -3.21 -0.17 0.3133
H -5.75 -2.96 -2.93 0.3277
H -6.61 -2.90 -1.39 0.3287
H -5.04 -5.30 -2.45 0.3293
H -5.88 -5.25 -0.90 0.3243
H -6.80 -5.16 -2.41 0.3892
```

Summary:
- LUMO level: 0.02021 Ha
- Maximum force: 0.0127 Eh/bohr
- Highest occupied orbital energy: -0.3023 Ha
- ΔE to the lowest compared entry with this formula, charge and spin: 9.13 kJ/mol

# 4
# C19H29HgN3O5S

A molecular structure, C19H29HgN3O5S at a distorted geometry (ωB97M-V with the def2-TZVPD basis set, OMol25).

Geometry as XYZ:
```
58
Properties=species:S:1:pos:R:3:mulliken_charge:R:1
Hg -0.40 0.12 0.04 1.5125
C 2.06 -1.58 2.03 -0.7968
C 2.22 -0.37 2.88 -0.5381
O 1.62 0.77 2.22 -0.1808
C 0.95 1.61 3.14 -0.5933
C 0.61 2.84 2.35 -0.7900
O -0.31 2.53 1.31 -0.0279
C -1.21 3.60 1.00 -0.6465
C -1.43 3.40 -0.49 -0.5829
O -1.92 2.10 -0.69 -0.4460
C -3.20 1.76 -0.15 -0.5717
C -3.06 0.76 1.04 -0.3189
O -2.20 -0.31 0.81 -0.7372
C -1.32 -2.57 2.96 -1.1013
C 0.15 -2.69 2.91 -0.2259
O 0.69 -1.87 1.90 -0.0661
H 2.60 -2.46 2.35 0.4204
H 2.41 -1.32 1.07 0.2161
H 3.30 -0.25 3.11 0.3579
H 1.74 -0.58 3.85 0.3919
H 1.59 1.92 3.96 0.4751
H 0.05 1.10 3.48 0.2944
H 1.50 3.25 1.94 0.2634
H 0.14 3.55 3.09 0.4677
H -0.83 4.57 1.25 0.6296
H -2.16 3.38 1.58 0.1737
H -0.41 3.52 -0.95 0.1214
H -2.13 4.09 -0.96 0.4322
H -3.81 1.29 -0.95 0.2995
H -3.70 2.71 0.07 0.4454
H -4.08 0.33 1.21 0.4174
H -2.82 1.36 1.92 0.1592
H -1.84 -3.41 3.35 0.3493
H -1.81 -1.98 2.21 0.2509
H 0.44 -3.76 2.80 0.3259
H 0.63 -2.47 3.87 0.3896
C 2.33 2.20 -3.70 -0.9039
N 1.62 0.89 -3.80 0.1115
C 1.12 0.37 -4.97 -0.5147
C 0.57 -0.79 -4.64 -0.2949
N 0.61 -0.94 -3.25 0.4245
C 1.22 0.17 -2.74 0.4381
S 1.63 0.54 -1.13 -0.6827
C 0.24 -2.09 -2.43 -0.0234
C -1.07 -2.41 -2.21 -0.5394
C -1.25 -3.47 -1.39 -0.3085
C -0.17 -4.22 -0.90 -0.5129
C 1.08 -3.72 -1.16 -0.3861
N 1.32 -2.71 -2.02 -0.4333
H 3.40 2.05 -3.67 0.3356
H 2.22 2.54 -2.69 0.2942
H 2.02 2.78 -4.50 0.4069
H 1.32 0.66 -6.00 0.4326
H 0.18 -1.62 -5.22 0.4506
H -1.85 -1.95 -2.77 0.5404
H -2.22 -3.93 -1.25 0.4360
H -0.35 -5.07 -0.30 0.5111
H 1.96 -4.21 -0.76 0.4484
```

Summary:
- Multiplicity: 2
- LUMO level (spin up / spin down): -0.08196 / -0.08206 Ha
- ⟨S²⟩: 0.75
- Total charge: +1
- Maximum force: 0.0588 Eh/bohr
- Highest occupied orbital energy (spin up / spin down): -0.3782 / -0.4271 Ha